(1)
The following is a DFT calculation (ωB97M-V with the def2-TZVPD basis set) of a structure of composition C7H24N10O7Zn.

Atoms and positions in Å:
1 Zn -20.82491 -39.43559 23.24494
2 O -16.80142 -42.13925 23.06175
3 C -16.70604 -40.69186 22.94570
4 C -17.80237 -39.84133 23.78248
5 O -19.10678 -40.36559 23.87612
6 H -16.62239 -40.42914 21.89114
7 H -15.75149 -40.49226 23.43261
8 H -17.83523 -38.77972 23.53749
9 H -17.32897 -39.78379 24.76263
10 C -21.73378 -38.13682 25.97024
11 O -21.25745 -38.33622 24.87752
12 N -22.43941 -39.06242 26.53245
13 N -21.51387 -37.12810 26.66834
14 H -22.86792 -38.81153 27.41197
15 H -22.59908 -39.95197 26.08156
16 H -22.03891 -36.95951 27.51450
17 H -20.85359 -36.51889 26.20682
18 C -22.74922 -41.85469 24.03593
19 O -22.08028 -40.85052 23.98051
20 N -23.57346 -42.17048 23.09101
21 N -22.74159 -42.74757 24.96975
22 H -23.68298 -41.51625 22.32939
23 H -24.28480 -42.86826 23.25590
24 H -23.39458 -43.51200 24.87315
25 H -22.31398 -42.51974 25.85595
26 C -21.23087 -41.04558 20.59122
27 O -20.85427 -40.38267 21.53189
28 N -21.58483 -40.54326 19.46667
29 N -21.32357 -42.36480 20.58935
30 H -22.09116 -41.03172 18.74201
31 H -21.44919 -39.54395 19.41118
32 H -20.92357 -42.75315 21.43154
33 H -21.53733 -42.86171 19.73642
34 C -19.94556 -36.63662 21.79253
35 O -20.19237 -37.74480 22.31163
36 N -19.79277 -35.54842 22.43677
37 N -19.88218 -36.44561 20.51676
38 H -19.78466 -35.60128 23.44535
39 H -19.61504 -34.73635 21.86313
40 H -19.73497 -35.45628 20.37653
41 H -20.02109 -37.15484 19.81121
42 C -23.69711 -38.15477 22.07843
43 O -22.61615 -38.60118 22.52691
44 N -23.78065 -37.80615 20.83702
45 N -24.80391 -38.14764 22.73277
46 H -24.55913 -37.42068 20.32178
47 H -22.91383 -37.78367 20.31912
48 H -24.84005 -38.41041 23.70732
49 H -25.73061 -37.93673 22.39093

For the orbital gap, the calculation gives 1.96 eV. The calculation puts the energy relative to the best compared isomer or geometry (same formula, charge and spin) at 181.3 kcal/mol. Its spin multiplicity is 1. The calculation puts the highest occupied orbital energy at -2.6 eV. For the LUMO energy, the calculation gives -0.60 eV.

(2)
The following is a DFT calculation (ωB97M-V with the def2-TZVPD basis set) of a structure of composition C7H25AgN7O6.

Atoms and positions in Å:
1 Ag 0.50811 0.30095 -0.83233
2 O 0.48571 -1.88006 -0.02249
3 H -0.22409 -2.21836 -0.57951
4 O 2.16432 0.84140 -2.31105
5 H 2.59900 0.01166 -2.52101
6 C 1.78498 3.24783 0.24745
7 O 1.07076 3.77826 1.09998
8 N 3.05547 2.82194 0.54713
9 N 1.39191 3.00264 -1.02970
10 H 3.69883 2.54430 -0.17186
11 H 3.37078 2.84995 1.49730
12 H 1.77210 2.19529 -1.57678
13 H 0.45158 3.30987 -1.19450
14 C 1.96897 -1.28450 2.93037
15 O 2.56557 -1.03347 3.98158
16 N 2.40199 -0.84190 1.70754
17 N 0.82736 -2.02152 2.85107
18 H 1.80535 -1.09215 0.92872
19 H 3.12449 -0.15274 1.65487
20 H 0.38345 -2.35885 3.68060
21 H 0.45598 -2.23204 1.92916
22 C 2.38959 -3.01807 -3.50289
23 O 2.85449 -2.76105 -4.60916
24 N 2.77162 -4.13517 -2.78572
25 N 1.47112 -2.23386 -2.86294
26 H 3.49058 -4.70598 -3.18185
27 H 2.50394 -4.18474 -1.81979
28 H 1.34774 -1.29554 -3.20916
29 H 1.21937 -2.39211 -1.89209
30 C -1.68935 1.23299 1.73393
31 C -2.39841 0.93700 0.40541
32 C -3.81321 1.50321 0.39197
33 O -4.67121 0.90338 1.34651
34 C -5.12668 -0.35633 0.98611
35 N -1.59087 1.49608 -0.68491
36 H -0.79080 0.62401 1.83209
37 H -2.37580 0.99539 2.54866
38 H -1.40576 2.28583 1.79648
39 H -2.41591 -0.14852 0.31149
40 H -4.23485 1.34602 -0.61609
41 H -3.82845 2.57376 0.59638
42 H -4.34396 -1.07977 0.71731
43 H -5.79275 -0.34796 0.10408
44 H -5.69281 -0.78841 1.80942
45 H -1.60402 2.50936 -0.62322
46 H -1.93625 1.25200 -1.60856

For the orbital gap, the calculation gives 7.91 eV. Its total charge is -1. The calculation puts the energy relative to the best compared isomer or geometry (same formula, charge and spin) at 0.0 kcal/mol. Its spin multiplicity is 1. The calculation puts the highest occupied orbital energy at -5.4 eV. For the LUMO energy, the calculation gives 2.53 eV.